{"formula": "H26O13", "method": "ωB97M-V/def2-TZVPD", "e_lumo_ha": -0.004, "e_above_lowest_kcal_mol": 364.39, "energy_ha": -993.1925, "fmax_ev_per_a": 8.5, "homo_energy_ev": -9.60, "symbols": ["O", "H", "H", "O", "H", "H", "O", "H", "H", "O", "H", "H", "O", "H", "H", "O", "H", "H", "O", "H", "H", "O", "H", "H", "O", "H", "H", "O", "H", "H", "O", "H", "H", "O", "H", "H", "O", "H", "H"], "positions_angstrom": [[0.073898, 0.321239, 0.380170], [0.479548, -0.452391, -0.011220], [-0.806692, 0.034189, 0.621820], [2.123298, 0.288189, 1.510970], [2.457278, -0.215031, 0.768370], [2.188018, 1.201159, 1.230760], [2.672358, -1.169271, 0.073690], [3.621378, -1.197951, -0.047820], [2.362578, -0.562271, -0.598490], [0.226688, 2.599209, 0.910680], [0.794088, 1.830889, 0.847730], [-0.483572, 2.424259, 0.293310], [-1.795272, 2.429309, 0.053040], [-2.712862, 2.363569, -0.211450], [-1.561932, 1.543929, 0.332120], [-0.015952, 0.269479, -2.415830], [0.429478, -0.094491, -3.180920], [0.306948, -0.250771, -1.680100], [-1.731712, -1.151671, -0.120990], [-2.227062, -1.158371, 0.698040], [-2.039732, -0.371031, -0.581380], [-0.296942, -2.801671, -0.048390], [-0.802052, -2.145101, 0.431210], [-0.034922, -3.436801, 0.618080], [-1.691112, 0.405849, 1.423530], [-1.583812, -0.025681, 2.271170], [-2.516342, 0.884659, 1.500740], [2.176198, 0.511529, -1.186780], [1.425628, 0.589959, -1.775610], [2.065788, 1.227039, -0.560610], [0.732708, -1.439821, -1.376840], [0.344468, -1.775971, -0.569050], [1.290558, -2.152061, -1.689480], [0.372488, -0.554611, 2.582220], [-0.491102, -0.174101, 2.742390], [0.769488, 0.018719, 1.926540], [-2.296672, 0.603179, -1.453620], [-1.341172, 0.597499, -1.396950], [-2.483952, 0.985219, -2.311060]], "forces_ev_per_angstrom": [[2.4, -0.5, -4.0], [0.4, 0.7, 0.6], [1.5, -0.6, -1.0], [1.5, 5.1, 3.3], [0.7, -0.9, 0.6], [0.5, 0.5, 0.9], [3.4, -7.1, 0.1], [0.4, -0.3, 0.1], [-0.3, 0.1, -1.8], [2.8, 1.5, 1.3], [-0.6, 0.3, 0.3], [1.8, 1.2, 0.0], [-3.5, 1.3, -0.4], [-0.1, 0.1, -0.5], [-0.3, 0.4, -0.3], [-1.1, 4.3, -3.1], [-0.3, -0.3, -0.3], [-0.3, -1.2, -0.2], [-2.3, -2.8, 0.0], [-0.5, -0.4, -0.4], [-1.2, -0.7, -0.4], [-0.1, -4.4, 2.5], [-0.5, -0.1, 0.1], [0.5, -0.4, 0.2], [-6.1, 2.1, 5.6], [-0.6, 0.0, 0.0], [-0.7, 0.3, 0.3], [1.2, 4.0, -2.1], [-0.4, 0.9, -0.8], [0.0, 0.5, -0.1], [2.2, -1.7, -2.1], [0.2, -1.8, 0.2], [0.2, -0.1, 0.1], [-2.4, -2.3, 3.2], [1.7, -0.2, 1.3], [0.9, 0.4, -0.3], [-2.0, 1.2, -1.4], [0.8, 0.8, -1.0], [0.0, -0.1, -0.2]]}

{"formula": "H26O13", "method": "ωB97M-V/def2-TZVPD", "e_lumo_ha": -0.042, "e_above_lowest_kcal_mol": 145.47, "energy_ha": -993.5414, "fmax_ev_per_a": 5.3, "homo_energy_ev": -8.90, "symbols": ["H", "H", "H", "H", "H", "H", "H", "H", "H", "H", "H", "H", "H", "H", "H", "H", "H", "H", "H", "H", "H", "H", "H", "H", "H", "H", "O", "O", "O", "O", "O", "O", "O", "O", "O", "O", "O", "O", "O"], "positions_angstrom": [[-0.933711, -0.892239, 0.109409], [-0.233914, 0.445160, -0.068617], [-0.840438, 2.791280, -0.118890], [-0.675002, 1.752298, -1.215790], [2.103667, -0.156634, 1.298576], [2.747786, -0.659341, 0.016999], [-4.376957, -1.816057, 0.780029], [-3.542015, -2.212917, 1.986435], [1.892336, 0.696588, -3.329675], [2.904042, 1.309033, -4.284349], [-2.421167, 1.092569, 2.333891], [-2.362327, 2.611096, 2.359478], [3.528105, 1.996719, -0.712099], [2.532542, 2.014847, -1.860387], [-2.594702, 0.602739, 4.585717], [-1.354352, 1.415767, 4.253214], [-0.962253, -2.844017, 2.186615], [-0.316488, -1.801979, 1.288181], [-2.004168, -3.372645, -2.625748], [-2.617209, -4.763306, -2.642572], [3.655962, -1.353566, -1.292129], [3.871484, -2.631878, -0.498714], [0.458016, -1.001656, -2.160333], [0.240857, 0.496282, -2.022251], [2.460581, 2.884518, 0.744442], [1.041724, 2.725851, 1.265703], [-1.092101, 0.058071, 0.137945], [-1.340430, 2.163553, -0.652705], [1.910880, -0.339114, 0.372011], [-4.444539, -1.999697, 1.723798], [1.990698, 1.004717, -4.237624], [-2.008290, 1.829364, 2.798277], [2.617299, 2.229651, -0.924617], [-2.166752, 1.446263, 4.770963], [-1.112976, -2.336744, 1.381044], [-2.125866, -4.142696, -3.192495], [3.902855, -2.279520, -1.395290], [-0.127880, -0.289650, -2.440980], [1.794702, 3.327291, 1.282538]], "forces_ev_per_angstrom": [[-0.3, 0.3, -0.4], [-0.3, -0.3, 0.4], [-0.1, 0.3, -0.1], [-0.6, 0.4, -0.1], [-0.1, 0.1, 0.1], [-0.2, 0.1, 0.2], [0.0, 0.0, 0.1], [0.0, 0.1, -0.1], [-0.3, -0.3, -0.3], [0.0, 0.0, -0.2], [0.1, 0.0, -0.4], [0.1, 0.0, -0.1], [0.1, 0.0, -0.1], [0.0, 0.3, -0.1], [0.0, 0.2, 0.2], [-0.4, 0.1, 0.6], [0.0, -0.1, -0.1], [0.1, 0.0, 0.3], [0.0, 0.0, -0.1], [0.0, 0.0, -0.1], [0.2, -0.2, -0.4], [0.1, -0.2, -0.1], [-0.1, -0.1, 0.0], [0.0, -0.3, -0.1], [-0.5, 0.3, 0.1], [0.1, 0.0, 0.1], [0.4, -1.4, 0.8], [0.3, 1.6, -0.5], [0.1, -0.3, 0.1], [0.1, 0.0, 0.0], [0.3, 0.3, 0.4], [0.1, 1.2, -5.2], [0.4, -0.5, -0.7], [0.2, -1.4, 4.8], [0.1, -0.5, 0.3], [0.0, 0.0, 0.2], [-0.1, 0.3, 0.2], [0.5, 0.0, -0.3], [-0.1, 0.0, 0.6]]}

{"formula": "H26O13", "method": "ωB97M-V/def2-TZVPD", "e_lumo_ha": -0.025, "e_above_lowest_kcal_mol": 149.59, "energy_ha": -993.5348, "fmax_ev_per_a": 5.9, "homo_energy_ev": -10.41, "symbols": ["H", "H", "H", "H", "H", "H", "H", "H", "H", "H", "H", "H", "H", "H", "H", "H", "H", "H", "H", "H", "H", "H", "H", "H", "H", "H", "O", "O", "O", "O", "O", "O", "O", "O", "O", "O", "O", "O", "O"], "positions_angstrom": [[0.052645, -0.416709, 0.554551], [-0.262506, -1.366497, 1.609884], [0.235237, 2.885494, -0.772718], [-0.722010, 3.974747, -0.741313], [-1.593419, -2.388320, 0.360886], [-2.021447, -3.127296, -0.939679], [-2.734057, 1.909885, -2.509822], [-2.334400, 3.164381, -1.785012], [3.823219, -0.524969, -2.159367], [2.820455, -0.414436, -1.054769], [-0.344015, 1.516379, -2.980207], [-0.589272, 2.235243, -4.235778], [-3.175672, 1.187233, 1.659054], [-4.209629, 0.640251, 0.909491], [-0.884977, -3.718849, -3.690968], [-1.171301, -2.508529, -3.130433], [1.671418, 4.036082, 0.871531], [2.018354, 2.919054, 1.734356], [2.290277, 2.007641, -2.429528], [3.649806, 1.704520, -2.081396], [-1.867104, -4.539774, 3.534612], [-2.460441, -4.687512, 2.146527], [0.627002, -1.588434, 4.818804], [0.399316, -2.297151, 6.183129], [3.476243, -0.398083, 1.799429], [3.352407, 0.581090, 0.702223], [0.490353, -1.025049, 1.084318], [-0.600203, 3.148606, -0.266905], [-1.746895, -3.285455, 0.042083], [-2.142606, 2.282564, -1.819971], [3.689162, -0.215344, -1.253581], [-0.979489, 1.448977, -3.696707], [-3.932500, 1.472877, 1.155327], [-1.570475, -3.353396, -3.114243], [1.947165, 3.835009, 1.781256], [2.744801, 1.687884, -1.700693], [-1.912948, -5.154563, 2.795133], [-0.019133, -1.811731, 5.440503], [3.986642, 0.184179, 1.179992]], "forces_ev_per_angstrom": [[-1.0, 2.1, -1.8], [1.0, 0.0, 0.0], [-1.5, -0.1, 1.3], [-0.5, 0.5, 0.3], [0.0, -0.2, -0.1], [0.8, -0.7, 2.4], [0.7, 0.5, 0.6], [-1.0, 3.4, 0.4], [-0.1, -0.1, 0.3], [-2.7, -0.7, 0.5], [-0.4, -0.4, 0.7], [-1.4, -2.1, 0.8], [0.8, 0.7, 0.6], [-1.7, -2.7, -1.4], [-0.4, -1.2, 0.0], [0.0, 2.3, 0.6], [0.0, 0.3, 0.5], [0.3, -2.6, 0.3], [-2.0, 1.3, -2.1], [-0.6, -0.3, 1.1], [0.1, -0.1, 0.1], [0.3, -0.2, 0.0], [1.8, 0.4, -1.2], [-0.2, 0.6, -0.9], [0.8, 0.8, -0.8], [-3.3, 2.3, -2.8], [0.1, -1.9, 1.9], [3.1, 0.2, -0.7], [-0.9, 0.7, -2.4], [-1.1, -4.0, -0.7], [4.2, -2.0, -1.1], [2.4, 1.9, -2.8], [0.9, 2.1, 0.8], [0.4, -1.0, -0.6], [-0.3, 2.4, -0.7], [1.1, 1.5, 0.5], [-0.3, 0.3, -0.1], [-1.6, -1.0, 2.1], [2.5, -2.9, 4.4]]}

{"formula": "H26O13", "method": "ωB97M-V/def2-TZVPD", "e_lumo_ha": -0.019, "e_above_lowest_kcal_mol": 48.16, "energy_ha": -993.6965, "fmax_ev_per_a": 2.6, "homo_energy_ev": -9.69, "symbols": ["O", "H", "H", "O", "H", "H", "O", "H", "H", "O", "H", "H", "O", "H", "H", "O", "H", "H", "O", "H", "H", "O", "H", "H", "O", "H", "H", "O", "H", "H", "O", "H", "H", "O", "H", "H", "O", "H", "H"], "positions_angstrom": [[0.203513, 2.259077, -1.735769], [0.636513, 2.265077, -2.591769], [0.389513, 1.401077, -1.357769], [0.522513, -0.565923, 2.624231], [1.112513, -0.356923, 3.360231], [0.973513, -1.018923, 1.922231], [1.055513, 1.979077, 1.650231], [0.767513, 1.025077, 1.699231], [1.529513, 2.105077, 2.432231], [0.491513, -2.792923, -1.235769], [1.109513, -2.965923, -0.530769], [-0.288487, -2.661923, -0.717769], [3.158513, -1.019923, -1.882769], [3.044513, -0.391923, -1.144769], [3.729513, -1.576923, -1.368769], [3.159513, 1.057077, 0.005231], [2.406513, 1.525077, 0.387231], [3.546513, 1.862077, -0.367769], [-1.443487, 0.468077, -2.863769], [-2.240487, 0.919077, -3.279769], [-0.995487, 1.075077, -2.235769], [-1.253487, -2.799923, 0.855231], [-1.002487, -3.079923, 1.749231], [-2.185487, -2.791923, 1.069231], [0.095513, -1.557923, -3.920769], [-0.405487, -0.886923, -3.425769], [-0.459487, -1.429923, -4.737769], [-2.532487, 0.337077, 0.500231], [-2.525487, 0.179077, 1.438231], [-2.566487, 1.318077, 0.429231], [0.264513, -0.019923, -0.269769], [-0.675487, -0.014923, -0.044769], [0.441513, -0.719923, -0.908769], [-1.551487, 2.766077, 1.301231], [-2.122487, 2.775077, 2.055231], [-0.669487, 2.422077, 1.542231], [-2.074487, -0.048923, 3.102231], [-1.174487, -0.304923, 2.832231], [-2.471487, -0.731923, 3.665231]], "forces_ev_per_angstrom": [[-0.2, 1.0, -0.3], [0.1, 0.0, -0.2], [0.7, -0.7, 0.9], [-0.4, 0.4, 0.9], [0.1, -0.4, -0.3], [0.6, -0.4, -0.6], [-1.4, -1.4, -1.8], [0.3, 1.0, -0.3], [1.2, 0.6, 2.0], [0.6, 0.2, -0.5], [0.8, -0.2, 0.1], [-1.3, -0.1, 0.3], [-0.2, 0.5, 0.9], [-0.5, 0.8, -0.7], [0.8, -1.3, -0.3], [0.2, 1.2, 0.0], [-0.9, -0.6, 0.5], [0.7, -0.5, -0.4], [-1.6, 0.5, -0.7], [1.8, -0.7, 1.1], [-0.8, 0.3, -0.7], [-0.3, -0.3, 1.6], [1.0, -0.1, -0.3], [-0.9, 0.4, -1.0], [-1.5, 0.6, -1.6], [0.4, -0.1, 0.6], [1.2, -0.7, 0.7], [-0.1, 0.6, -1.5], [-0.1, -0.1, 0.9], [0.3, -0.8, 0.1], [0.7, 0.4, 0.4], [-0.8, -0.2, -0.1], [-0.1, -0.6, -0.2], [0.3, 0.3, -0.9], [-0.2, -0.1, 0.9], [-0.4, 0.4, 0.1], [-0.5, 0.0, 0.5], [-0.2, -0.3, 0.4], [0.5, 0.3, -0.3]]}

{"formula": "H26O13", "method": "ωB97M-V/def2-TZVPD", "e_lumo_ha": [-0.100, -0.299], "e_above_lowest_kcal_mol": 12.68, "energy_ha": -993.3431, "multiplicity": 2, "fmax_ev_per_a": 1.8, "homo_energy_ev": [-13.65, -12.83], "charge": 1, "symbols": ["O", "H", "H", "O", "H", "H", "O", "H", "H", "O", "H", "H", "O", "H", "H", "O", "H", "H", "O", "H", "H", "O", "H", "H", "O", "H", "H", "O", "H", "H", "O", "H", "H", "O", "H", "H", "O", "H", "H"], "positions_angstrom": [[-1.623209, 0.783057, 2.458615], [-2.324626, 0.932070, 3.092681], [-2.033735, 0.932808, 1.606984], [-0.821026, -2.200840, -2.330745], [-1.478403, -2.162690, -3.025464], [-1.329092, -2.286221, -1.524017], [-2.156829, -2.601820, -0.094397], [-2.851378, -1.943473, -0.074086], [-2.181862, -3.003961, 0.773868], [-0.713564, -2.124280, 2.239609], [0.028736, -2.178728, 2.841489], [-0.941931, -1.194865, 2.223672], [2.466888, -1.184044, -0.732369], [2.171150, -0.474380, -0.162159], [3.320207, -1.435842, -0.379281], [0.629306, 2.300640, 1.280796], [0.287647, 2.642038, 2.107205], [1.051575, 1.475139, 1.518441], [2.048151, 1.667979, -1.334160], [2.756778, 1.591539, -0.695215], [1.855736, 2.605019, -1.368172], [-0.228689, -0.051474, -0.412614], [0.154423, 0.736955, -0.028119], [-1.089990, 0.227320, -0.723552], [2.384311, 0.330816, 1.814038], [2.594784, -0.581177, 2.014525], [2.838385, 0.835789, 2.488607], [-0.292462, 4.122627, -0.671802], [0.315384, 4.783796, -0.340716], [-0.005029, 3.306232, -0.263011], [1.147109, -0.389737, -2.820968], [1.053591, -0.006403, -3.693067], [1.258653, 0.362047, -2.239076], [0.615200, -2.999237, -0.163026], [0.755383, -3.905949, 0.109852], [-0.011351, -2.651729, 0.471723], [-3.031983, 1.096591, -1.012508], [-2.788061, 1.869401, -1.521915], [-3.830180, 0.774991, -1.431663]], "forces_ev_per_angstrom": [[0.3, -0.3, 0.1], [-0.2, 0.0, 0.3], [-0.1, 0.2, -0.5], [1.2, 0.3, -1.3], [-0.3, 0.0, -0.6], [-0.2, -0.2, 1.5], [-0.6, 0.2, -0.4], [-0.3, 0.2, 0.1], [0.2, -0.2, 0.4], [0.1, -0.5, 0.0], [0.1, -0.1, 0.3], [-0.2, 0.8, 0.0], [0.2, 0.0, -0.3], [-0.3, 0.1, 0.2], [0.4, -0.2, 0.0], [0.0, 0.5, -0.4], [-0.4, 0.1, 0.2], [0.3, -0.5, 0.2], [-0.1, 0.0, -0.1], [0.3, -0.2, 0.1], [-0.2, 0.4, -0.1], [0.2, -0.3, 0.1], [-0.1, 0.5, 0.2], [-0.5, 0.1, -0.2], [0.1, 0.0, -0.1], [-0.1, -0.4, 0.0], [0.3, 0.3, 0.2], [-0.2, 0.0, -0.6], [0.1, 0.3, 0.1], [0.1, -0.3, 0.5], [-0.4, -1.7, -0.5], [-0.1, 0.2, -0.9], [0.2, 0.9, 1.3], [0.4, -0.3, -0.5], [0.1, -0.4, 0.0], [-0.3, 0.5, 0.5], [0.3, -0.3, 0.3], [0.1, 0.4, -0.1], [-0.3, -0.1, -0.1]]}